[1]
Computed, not measured: a molecular structure, C32H64F14N3O30S11Zr, with ωB97M-V/def2-TZVPD.

As for the calculated total energy: -9503.7896 Eh. As for the maximum force: 10.6 eV/Å. As for the charge: +1.

XYZ file:
```
155
Properties=species:S:1:pos:R:3:forces:R:3
Zr 17.9417 -5.1852 -26.7186 1.9688 1.1800 -0.0415
C 20.7216 -5.1363 -21.3201 1.0944 1.5539 0.8306
F 20.6357 -6.3226 -20.8706 -0.5055 -2.1820 0.3773
F 21.4309 -4.4343 -20.3775 -1.0699 -0.0081 -1.3020
F 21.4191 -5.1480 -22.4657 -0.3708 0.2488 0.0851
S 19.0358 -4.3304 -21.6352 -1.6624 2.0066 2.1024
O 18.3449 -3.9713 -20.3784 1.7041 -1.4952 -2.8561
O 19.3455 -3.2098 -22.4574 0.3715 0.0649 -1.0815
N 18.2130 -5.4924 -22.6615 1.8655 2.2466 2.0065
S 17.5302 -6.5007 -21.6588 -2.4863 -2.3083 5.0382
O 17.4198 -7.7625 -22.3303 -0.1057 0.0450 -0.6986
O 17.9492 -6.5467 -20.2215 -0.6864 0.3600 -4.1632
C 15.6698 -5.8563 -21.5592 1.9806 0.9055 1.6925
F 15.5147 -4.6375 -20.9395 0.5254 -1.1069 -1.1854
F 15.1868 -5.7944 -22.7808 -0.4236 0.3151 -1.1824
F 14.9997 -6.7132 -20.8610 -0.5664 -0.9334 0.4098
C 21.1001 -9.1229 -30.1988 -0.4972 0.9185 -2.4877
F 20.7637 -10.3348 -30.6619 0.3954 0.9870 0.7302
F 21.1811 -9.0795 -28.9026 0.0290 -0.2728 0.9968
F 22.2196 -8.6834 -30.7604 -0.3272 -0.7958 0.5757
S 19.7118 -7.9215 -30.8203 -2.4566 -2.0317 -0.9505
O 19.6703 -8.0329 -32.2728 0.9015 0.8101 2.1699
O 18.4400 -8.3560 -30.2318 1.5439 1.0087 0.8295
N 20.1059 -6.3415 -30.0958 -1.7709 -3.8662 0.9050
S 20.7143 -5.6347 -31.3074 7.2928 2.8337 -4.5755
O 21.8798 -6.3416 -31.9587 -3.0153 1.7363 2.3779
O 19.7837 -5.0686 -32.2284 -1.0808 0.4966 0.2610
C 21.6082 -4.0467 -30.4536 -1.3990 -1.5501 -0.8088
F 22.2768 -3.4157 -31.4162 -0.0380 -0.4148 0.9195
F 20.6446 -3.2329 -29.9899 0.1228 -0.0444 -0.1712
F 22.3655 -4.3887 -29.4037 0.1009 0.1383 -0.7504
N 18.8094 -3.3127 -27.0095 -1.5195 3.3946 -2.8296
S 20.0361 -2.4840 -26.4085 7.0477 -2.2237 7.6003
O 19.8494 -1.2545 -25.6593 -0.7352 -1.9641 -2.3462
O 21.2787 -2.8540 -27.0128 -1.3515 1.0395 -0.7627
F 20.0403 -3.6316 -25.2063 -0.2675 0.5963 -0.0236
S 18.5192 -1.9605 -28.0540 -1.0550 1.7020 -4.7928
O 19.6558 -1.2922 -28.6694 -0.8406 -2.2107 1.3877
O 17.5770 -1.0481 -27.5777 -1.3764 -0.4448 1.2799
F 17.9047 -2.8461 -29.1955 -0.1751 0.1893 0.1681
C 23.4101 -0.6815 -29.3309 1.0358 1.2097 -0.2066
C 22.9987 0.1590 -28.0721 -0.7841 -1.4854 0.4300
C 24.2474 0.7395 -27.3779 0.5479 -0.0622 -1.4784
S 25.6328 -0.4597 -27.6743 0.3041 0.9871 -1.9581
O 25.9370 -1.3752 -26.5819 -0.2632 0.7583 -0.2045
O 26.7198 0.3156 -28.3207 -1.6639 -1.5094 1.2362
C 24.6884 -1.4378 -28.9201 -0.4716 -0.1683 0.0514
H 23.5576 -0.0682 -30.2198 0.6899 0.6546 0.2345
H 22.6532 -1.3221 -29.7835 -0.2853 -0.4663 1.0310
H 22.4651 -0.5586 -27.4487 0.0517 0.0738 0.4380
H 22.2559 0.9184 -28.3165 0.2678 0.2187 -0.0247
H 24.3245 1.1525 -26.3721 -0.7298 -0.5541 0.1070
H 24.4745 1.5556 -28.0638 0.7721 0.1393 0.1868
H 24.3483 -2.3313 -28.3965 0.3792 -0.0984 0.1767
H 25.3515 -1.7331 -29.7332 0.0216 0.1675 0.0968
C 18.8374 -1.8068 -32.8297 -0.8250 1.2100 -2.3653
C 17.5712 -2.3554 -32.2216 -0.9929 0.5978 0.9640
C 16.3796 -2.1613 -33.2099 1.4483 0.5791 0.1959
S 16.6229 -0.4317 -33.7740 1.2812 -0.0334 -2.1781
O 16.0265 0.4755 -32.8032 0.0836 -0.6165 -0.5785
O 16.3295 -0.3258 -35.2227 0.2229 -0.0719 2.7208
C 18.4852 -0.4224 -33.5312 -0.4341 -0.4875 0.6951
H 19.0247 -2.4519 -33.6880 0.9868 -0.2880 0.3530
H 19.6470 -1.6708 -32.1126 0.0224 -0.3929 -0.2834
H 17.4299 -1.7573 -31.3213 -0.5276 -0.1553 0.2824
H 17.7274 -3.3955 -31.9355 -0.1465 -0.0516 -0.0526
H 15.3460 -2.1986 -32.8660 0.2210 -0.2868 0.2312
H 16.5871 -2.8521 -34.0271 -0.4732 0.2823 -0.3474
H 18.8009 0.4213 -32.9175 -0.5363 0.0931 0.1579
H 18.9458 -0.2579 -34.5053 -0.1852 -0.3838 -0.0266
C 12.1009 -0.8332 -30.2237 -0.8197 0.6280 -2.1448
C 13.2935 -0.9497 -31.1787 0.2587 0.2928 1.0147
C 14.4043 -0.1717 -30.4935 0.2020 0.1780 0.6676
S 14.2000 -0.4992 -28.6621 -1.0795 0.2910 -1.2659
O 14.1537 0.7733 -27.9721 0.3265 -1.0723 0.1257
O 15.0676 -1.6102 -28.2365 -0.6567 0.6564 -0.2247
C 12.5052 -1.1980 -28.8802 0.7433 -1.4628 1.7404
H 11.2621 -1.4016 -30.6254 -0.0753 -0.1756 0.3262
H 11.7693 0.2052 -30.2231 -0.0248 0.1874 -0.1350
H 12.9902 -0.5244 -32.1353 0.5345 -0.2848 -0.1330
H 13.7133 -1.9547 -31.2232 -0.7293 -0.4380 -0.5184
H 14.2513 0.8958 -30.6519 0.3525 0.0274 0.2847
H 15.4050 -0.4896 -30.7864 -0.1104 0.2719 0.1274
H 11.7551 -1.0174 -28.1102 0.4373 0.6708 0.1949
H 12.6867 -2.2714 -28.8252 0.1257 -0.2372 -0.0374
C 25.3823 -2.6905 -22.2151 -0.1769 1.1035 -0.9991
C 24.0860 -3.1832 -21.6027 -0.4925 -1.2306 -0.8500
C 22.9554 -2.2718 -22.0746 0.1302 0.6074 -0.2093
S 23.3225 -1.8254 -23.8879 -0.1467 -1.7519 0.7781
O 23.1483 -0.4307 -24.2827 -0.0222 -1.4648 0.5516
O 22.6383 -2.9006 -24.6804 1.0213 1.6724 1.1330
C 25.0902 -2.2905 -23.7644 0.0666 0.7262 1.4542
H 26.2767 -3.2535 -21.9484 -0.2397 -0.7314 -0.8263
H 25.6786 -1.7407 -21.7700 -0.4367 0.3344 0.1118
H 24.0799 -3.3791 -20.5305 0.1767 0.8452 0.1845
H 23.8725 -4.1946 -21.9483 0.1076 -0.1621 -0.5290
H 22.9880 -1.3910 -21.4333 -0.3311 0.3620 -0.4306
H 21.9733 -2.7444 -22.0543 0.1207 0.3311 -0.1427
H 25.5857 -1.3291 -23.8996 0.2001 -0.2871 -0.5441
H 25.2493 -2.9448 -24.6216 0.3763 -0.1744 0.4768
C 19.0721 1.8955 -29.5183 1.1905 -0.8952 1.7616
C 17.6899 1.3923 -29.8061 -1.1883 1.3756 -0.7967
C 16.8238 2.1461 -28.8207 -1.5038 1.0796 0.1543
S 17.4806 3.8728 -28.5007 0.2576 -1.9198 0.8222
O 17.5990 3.8806 -27.0316 0.1095 0.7334 -1.8452
O 16.7876 4.9276 -29.2315 0.8029 -1.1215 0.7396
C 19.1083 3.4426 -29.2886 -0.9183 -0.7058 -1.1366
H 19.7776 1.4703 -30.2321 0.2593 0.7092 -0.2731
H 19.3329 1.3790 -28.5945 0.3731 0.2133 0.3858
H 17.4854 0.3224 -29.7651 0.5806 -0.1177 0.4185
H 17.4335 1.6378 -30.8367 -0.3212 0.3003 -0.1086
H 16.7477 1.6960 -27.8309 0.4748 0.0031 -0.0122
H 15.7827 2.3100 -29.0988 0.0401 -0.0765 -0.3478
H 19.9427 3.8711 -28.7333 -0.1340 -0.2676 -0.0263
H 19.0511 3.8203 -30.3094 0.0813 0.7521 0.1769
C 24.6979 -5.6726 -25.6405 -0.9147 -1.3934 -2.5128
C 24.4031 -4.7053 -26.8357 2.4281 -0.1410 2.5667
O 25.4889 -4.8744 -27.6929 -0.0173 0.0923 -1.6830
O 23.6238 -5.6406 -24.8206 -2.3610 0.3834 2.3806
H 25.6318 -5.5673 -25.0884 0.3840 0.5650 -0.4092
H 24.6275 -6.6925 -26.0185 0.9365 -0.1769 -0.4253
H 24.4785 -3.7323 -26.3500 -0.5094 0.5841 -0.3959
H 23.4168 -4.7862 -27.2925 0.3491 -0.4574 -0.1596
H 26.2789 -4.5944 -27.2249 0.0925 0.1296 -0.0776
H 23.4003 -4.7105 -24.7398 -0.6210 0.5458 0.5932
C 15.1972 -2.9244 -24.3655 0.5948 0.0460 0.1731
C 16.6953 -3.0667 -24.5154 0.3323 2.7409 1.0549
O 17.1697 -4.3566 -24.8662 -0.6360 -0.4639 -2.2629
O 14.6634 -3.1308 -25.6401 -0.8744 -0.4058 -1.2842
H 14.9572 -1.9007 -24.0781 0.3934 0.0406 0.4378
H 14.7411 -3.6222 -23.6632 0.2758 0.0096 0.2147
H 17.2663 -2.7600 -23.6390 -0.3970 -0.4607 0.7180
H 17.1240 -2.2950 -25.1547 -0.4690 -0.3576 -0.9778
H 17.2682 -4.7748 -24.0077 0.8575 -1.3716 1.4753
H 13.7986 -2.7148 -25.6679 -0.1247 0.0025 -0.2020
C 20.9079 -6.3817 -26.4862 1.9870 1.8724 -0.3657
C 20.3021 -6.8441 -25.2120 1.0367 -0.9012 -1.3323
O 19.0869 -6.1254 -25.0297 -0.4279 -0.3939 -2.3629
O 19.9055 -5.9741 -27.4847 -1.0624 -0.8646 2.8783
H 21.6583 -7.0814 -26.8544 -0.6483 -0.5462 -0.4761
H 21.5325 -5.4929 -26.3973 -0.2684 0.2435 0.6427
H 21.0280 -6.6552 -24.4211 -0.2449 0.0864 0.1943
H 20.1474 -7.9148 -25.3449 -0.5982 -0.0610 0.6262
H 18.8791 -6.2295 -24.0983 -1.0990 0.6847 1.8822
H 20.3394 -6.0960 -28.3323 -0.1191 0.0051 -1.9465
C 16.5055 -5.6202 -29.6580 -0.0358 1.3813 0.8172
C 15.5255 -4.7420 -28.8213 -0.7130 -2.5447 -0.9573
O 16.0859 -4.2719 -27.5720 0.8906 -1.3039 -1.4613
O 17.7859 -5.6515 -28.8556 -3.4207 0.3968 0.6235
H 16.5962 -5.1627 -30.6432 1.0278 0.0531 0.1648
H 16.0775 -6.6065 -29.8375 0.6053 -0.2111 0.4969
H 14.7365 -5.4531 -28.5765 -0.1961 0.1161 0.5410
H 14.9798 -4.0165 -29.4247 0.8721 0.8198 0.3543
H 15.3837 -3.6718 -27.3104 -0.3005 1.3941 1.8366
H 18.4985 -5.9631 -29.4183 1.8736 -0.6969 -1.0920
```
Forces are in eV/Å.

[2]
Computed, not measured: 10 unconnected molecules or ions with the total composition C32H64O12, with ωB97M-V/def2-TZVPD.

The energy above the lowest of the compared OMol25 structures with the same formula, charge and spin is 11.9140 eV. As for the calculated total energy: -2159.9521 Eh. As for the maximum force: 14.7 eV/Å. As for the SMILES: CCOC(C)=O.CCOC(C)=O.CC(C)=O.CC(C)=O.CC(C)=O.CC(C)=O.CC(C)=O.CC(C)=O.CC(C)=O.CC(C)=O. As for the charge: 0.

XYZ file:
```
108
Properties=species:S:1:pos:R:3:forces:R:3
C -28.5950 -26.2134 31.0445 -0.2594 -3.2807 3.1221
C -29.1215 -27.6155 30.6166 -0.7472 0.6161 -1.7520
O -29.0565 -28.6017 31.6609 -1.9797 0.9665 0.4495
C -28.1795 -29.5831 31.6963 4.5861 0.4062 0.6544
C -28.3651 -30.6202 32.8292 2.3564 3.1323 0.5461
O -27.1375 -29.5843 31.0154 -2.6584 -0.1980 0.7476
H -28.6094 -25.3952 30.4822 -0.6999 2.7111 -3.9947
H -27.5395 -26.2096 31.2964 0.1038 -0.6725 0.6507
H -29.2015 -25.8078 31.8480 0.1407 -0.4240 0.8930
H -30.2651 -27.5702 30.2259 2.7370 -0.2113 1.0505
H -28.4602 -27.9969 29.8302 -0.4314 0.1305 -0.1756
H -27.7405 -30.5886 33.8222 0.1927 -0.3459 -2.8956
H -28.5404 -31.4091 32.2136 0.7320 -3.5048 -0.8950
H -29.2398 -30.5271 33.3051 -4.0456 1.0257 1.3249
C -31.2336 -29.1851 38.9339 -1.2684 0.0647 -1.4793
C -31.4922 -29.4365 37.3706 12.5661 -5.6021 5.3082
O -30.7084 -28.6403 36.5860 2.1344 2.4393 0.9173
C -30.7245 -28.7065 35.3037 0.0624 -0.0196 -5.1345
C -29.9945 -27.4985 34.6030 0.3051 -4.6230 -3.5714
O -31.2749 -29.5847 34.6368 0.4261 0.8116 1.4151
H -31.5704 -28.1854 39.2499 1.0041 0.2787 -0.4849
H -30.2197 -29.4709 39.2705 -0.8875 0.0752 -0.0091
H -32.0798 -29.7119 39.4035 0.8277 -0.8003 0.1226
H -31.2255 -30.5059 37.1550 -0.7526 0.7845 0.1952
H -32.3140 -29.1932 37.2063 -13.6018 2.9975 -2.6128
H -30.1007 -26.7192 35.1711 -1.1529 4.7782 2.8604
H -30.1916 -27.2998 33.4793 -0.3746 -0.6908 2.2646
H -28.9255 -27.6164 34.5806 0.7049 -0.8194 0.2938
C -32.1087 -25.2065 31.1555 -2.6905 -3.5626 -2.8314
C -32.1889 -25.7482 32.5457 0.7613 1.8231 6.0061
C -32.9651 -27.0545 32.8361 3.3235 1.7612 5.5514
O -31.7135 -25.0986 33.5928 -1.7837 -2.4881 -5.5290
H -33.1403 -25.0417 30.7048 0.3634 -0.5692 1.1358
H -31.7452 -25.7971 30.2057 0.1409 0.6510 2.4393
H -31.8224 -24.2553 31.1443 2.2257 3.7758 0.1204
H -33.0830 -27.3669 34.0589 0.3161 1.8850 -2.9173
H -32.2264 -27.7724 32.7269 0.6171 -2.4014 -1.7607
H -33.9096 -26.9841 32.5259 -3.4178 -0.7643 -2.2344
C -27.8184 -28.5518 37.9870 -4.8245 -1.2255 -4.7870
C -27.2796 -29.5612 37.0250 2.7402 3.9965 -5.5534
C -27.0403 -30.9551 37.5397 -1.2540 0.9233 -1.2760
O -26.9735 -29.0962 35.7834 -1.7999 -3.3066 6.6764
H -28.2868 -29.0182 38.7264 -1.4047 -2.9366 3.6947
H -28.8686 -28.1456 37.6225 2.7141 0.3480 -0.1578
H -27.2126 -27.9589 38.4829 3.3263 3.4879 1.3501
H -26.1316 -31.1425 38.1253 -0.8265 0.3701 0.5699
H -26.9220 -31.4814 36.6541 0.7267 -1.4214 -1.8721
H -28.0739 -31.2670 37.7946 0.8238 -0.1891 1.2545
C -28.9274 -34.4830 33.1178 -4.3798 4.6662 5.6102
C -28.6803 -33.3905 34.2996 6.5306 0.9809 -1.6265
C -29.7382 -33.1558 35.3429 8.6905 -3.4643 3.2898
O -27.4499 -32.8632 34.3470 -6.7108 -2.8197 0.2566
H -28.4355 -34.1872 32.3492 3.3059 1.5334 -5.0270
H -29.9921 -34.4810 32.9794 -0.6909 0.1715 -0.6220
H -28.7600 -35.3804 33.4742 1.5866 -4.5469 1.7070
H -29.5831 -34.1776 35.8766 -1.4990 1.2283 -0.8065
H -30.5735 -32.8722 34.9871 -6.3370 1.5113 -2.1506
H -29.2855 -32.5318 36.1208 -0.5009 0.4711 -0.4241
C -33.1192 -32.9846 40.3654 0.5756 -3.3476 0.1430
C -32.2731 -33.2488 41.6563 1.1303 6.5588 -2.3500
C -32.2167 -34.4553 42.3213 0.0383 -5.4311 -0.5255
O -31.6063 -32.2901 42.0704 -0.6210 -0.9193 -0.3861
H -32.6383 -33.4768 39.4469 -0.6798 -0.0922 1.4564
H -33.1204 -31.9945 40.0142 -0.2067 1.5408 0.5291
H -34.1236 -33.4275 40.5752 0.5564 0.5165 -0.6982
H -31.5377 -34.6008 43.0976 0.8910 0.9957 1.8463
H -31.7544 -35.2499 41.6634 -1.0376 0.5585 -0.1608
H -33.1873 -34.8113 42.6071 -0.5865 -0.3887 0.0974
C -29.5311 -29.2927 42.6474 -1.0889 0.0388 -1.0031
C -28.1825 -28.4973 42.1499 1.3668 -5.4470 3.8172
C -28.5821 -27.3930 41.3477 8.6249 2.0825 -1.2194
O -27.0479 -28.8954 42.5254 -3.5408 1.8020 -1.6375
H -29.5705 -29.9963 43.5213 1.1171 -0.3197 -1.4830
H -30.3003 -29.5809 41.7522 2.2602 0.1875 1.9730
H -30.1643 -28.5904 43.1605 -0.2499 1.3963 -0.0935
H -27.7645 -27.2693 40.4159 -2.0055 0.4688 2.8850
H -28.7751 -26.5948 42.0167 0.4326 1.4496 0.3386
H -29.4055 -27.5844 40.9426 -7.0046 -1.6210 -3.5542
C -34.6244 -27.4111 39.0428 -2.2111 -0.2929 -2.5415
C -35.5511 -28.4502 39.6810 -2.8021 1.4324 0.6093
C -34.9641 -29.7893 40.1444 0.7184 0.0664 -2.9918
O -36.7836 -28.2020 39.8391 4.0577 -1.0517 -0.5706
H -33.6385 -27.3881 39.4322 0.8625 0.0032 0.1963
H -35.0767 -26.4070 38.9204 0.1404 -0.4901 0.9879
H -34.6601 -27.6657 37.9169 0.7025 -0.1877 1.4720
H -34.7779 -30.5362 39.2639 -0.3378 1.5053 1.4997
H -35.6536 -30.1733 40.7877 -2.3393 -1.4643 1.3914
H -34.1034 -29.7481 40.7731 1.1735 0.5636 -0.0605
C -28.9153 -34.9066 39.3269 -2.0722 2.2464 -3.5626
C -29.2448 -33.3431 39.4119 -2.4479 1.9284 -2.5735
C -28.6657 -32.5277 40.5928 -0.2537 -2.2317 -0.9198
O -29.9800 -32.7906 38.4939 3.1010 -2.3988 3.9270
H -27.8341 -34.9561 39.0328 -0.8629 -0.7004 1.1853
H -29.4895 -35.1143 38.3127 1.2051 0.0512 1.8968
H -29.4866 -35.5064 40.0600 1.3258 0.2307 0.0932
H -29.1661 -32.9703 41.4562 0.0265 0.1299 0.2689
H -28.8618 -31.4665 40.5968 0.1755 0.1401 -0.3395
H -27.6162 -32.8651 40.6609 -0.2270 0.7033 0.1399
C -29.1855 -23.8138 39.2381 1.6762 2.5473 -0.3141
C -30.3396 -24.5401 38.7302 -5.3871 -1.5964 2.8951
C -30.3415 -24.8460 37.2538 3.8504 -1.4875 0.9232
O -31.3734 -24.8458 39.5461 5.5757 1.4103 -4.4240
H -29.3483 -22.7095 39.1598 -0.4137 -0.5094 -0.8439
H -28.1464 -23.8919 38.8244 -1.1820 -0.6701 -0.0814
H -29.1227 -23.7586 40.2759 0.0909 -0.9935 2.0615
H -31.2390 -25.2252 36.9511 -2.4519 -1.0971 -0.7287
H -29.4965 -25.8126 37.1457 -2.1637 3.0568 0.0214
H -30.1121 -23.9568 36.6235 0.4058 -0.7871 0.5112
```
Forces are in eV/Å.